Entry 1:
5 unconnected molecules or ions with the total composition C22H47B3F2O14P2, computed with ωB97M-V/def2-TZVPD.

LUMO level   0.0066 hartree
Gap between HOMO and LUMO   0.3483 Eh
SMILES   CC[C@@H](F)B1OB(PP(=O)(O)O)OB([C@H](F)CC)O1.CCOC(C)=O.CCOC(C)=O.CCOC(C)=O.CCOC(C)=O

Last column: Löwdin charge in e.
Geometry (Å):
C (5.22533, -1.07911, -2.81018)  -0.09
C (4.48435, -1.22313, -4.14514)  -0.18
C (2.95306, -1.06121, -4.00926)  -0.21
F (2.42238, -0.66725, -5.22925)  0.00
B (2.24478, -2.34687, -3.44197)  -0.46
O (1.19152, -3.00767, -4.07504)  0.25
B (0.20242, -3.50691, -3.24378)  -0.75
P (-1.61414, -3.62447, -3.85901)  0.92
P (-2.23502, -1.55462, -3.64957)  0.28
O (-3.25103, -1.24546, -4.68319)  -0.33
O (-2.72776, -1.29945, -2.13192)  -0.17
O (-0.83448, -0.74445, -3.77308)  -0.17
O (0.51673, -3.90878, -1.93011)  0.22
B (1.46120, -3.02093, -1.42050)  -0.48
C (1.19483, -2.08588, -0.16332)  -0.21
F (2.26531, -2.11692, 0.73526)  -0.01
C (-0.13261, -2.30304, 0.56150)  -0.16
C (-0.70351, -0.98068, 1.14137)  -0.08
O (2.62472, -2.83918, -2.18588)  0.28
H (4.85580, -0.22701, -2.22745)  0.08
H (6.29470, -0.92237, -2.99324)  0.07
H (5.13993, -1.98217, -2.19522)  0.07
H (4.69706, -2.20357, -4.58607)  0.12
H (4.80603, -0.44851, -4.84874)  0.12
H (2.77169, -0.25083, -3.28537)  0.15
H (-2.27748, -4.23455, -2.77885)  -0.07
H (-2.24858, -0.57794, -1.71312)  0.04
H (-0.90497, 0.15382, -3.42087)  0.06
H (1.17455, -1.06195, -0.58129)  0.15
H (-0.85368, -2.70876, -0.15884)  0.11
H (0.03242, -3.04950, 1.34423)  0.12
H (0.04359, -0.18041, 1.07568)  0.07
H (-1.56226, -0.66835, 0.53954)  0.06
H (-1.00247, -1.05743, 2.19171)  0.08
C (-3.05622, 2.95348, 1.91193)  -0.05
C (-1.65355, 2.68336, 1.41805)  -0.21
O (-1.66575, 1.97692, 0.15445)  0.00
C (-1.74521, 2.58248, -1.02135)  -0.52
C (-2.10529, 4.04135, -1.09910)  0.03
O (-1.56793, 1.92024, -2.02145)  0.08
H (-3.60056, 3.61423, 1.23343)  0.07
H (-3.01968, 3.42259, 2.89498)  0.09
H (-3.62248, 2.02497, 1.99082)  0.08
H (-1.05561, 3.58477, 1.35343)  0.08
H (-1.13948, 2.01385, 2.10354)  0.12
H (-3.18559, 4.11918, -1.21847)  0.10
H (-1.62859, 4.46551, -1.97936)  0.09
H (-1.80108, 4.61336, -0.22634)  0.08
C (3.68105, 2.92720, 4.01420)  -0.06
C (2.96967, 2.98367, 2.68001)  -0.23
O (1.57388, 3.28264, 2.82727)  0.00
C (1.09339, 4.53348, 2.90635)  -0.52
C (2.03846, 5.69315, 3.09327)  0.02
O (-0.10238, 4.67656, 2.88082)  0.09
H (3.66454, 3.89222, 4.52156)  0.07
H (4.72087, 2.63305, 3.87233)  0.08
H (3.19861, 2.19929, 4.66590)  0.09
H (3.43896, 3.68493, 1.98888)  0.11
H (2.98758, 2.00535, 2.20282)  0.12
H (2.14047, 5.88125, 4.16165)  0.10
H (1.59451, 6.56961, 2.62840)  0.09
H (3.02576, 5.54015, 2.66557)  0.07
C (-7.25435, 5.11017, 5.57332)  -0.06
C (-5.95557, 4.78795, 4.86463)  -0.24
O (-5.78403, 3.38217, 4.66429)  -0.01
C (-6.29179, 2.72801, 3.60008)  -0.54
C (-7.30094, 3.41964, 2.71205)  0.01
O (-5.96396, 1.58993, 3.41473)  0.10
H (-8.12030, 4.81595, 4.98007)  0.07
H (-7.32190, 6.18062, 5.76933)  0.08
H (-7.30496, 4.57726, 6.52256)  0.08
H (-5.85735, 5.32550, 3.92022)  0.11
H (-5.10892, 5.07952, 5.48423)  0.12
H (-8.30041, 3.17875, 3.07252)  0.10
H (-7.18921, 3.02150, 1.70680)  0.09
H (-7.19311, 4.50033, 2.66332)  0.07
C (4.84115, -7.18066, -4.09918)  -0.06
C (3.95774, -8.17995, -3.38160)  -0.24
O (4.20602, -8.20656, -1.97357)  0.00
C (3.61107, -7.35479, -1.11101)  -0.52
C (2.85707, -6.16332, -1.65176)  0.02
O (3.75303, -7.53923, 0.06468)  0.11
H (4.64147, -6.16012, -3.77091)  0.06
H (4.67380, -7.23271, -5.17543)  0.08
H (5.89037, -7.39594, -3.89746)  0.08
H (2.89913, -8.01012, -3.58288)  0.11
H (4.18550, -9.19029, -3.71779)  0.12
H (3.53536, -5.31293, -1.70969)  0.10
H (2.05041, -5.92577, -0.96387)  0.09
H (2.41194, -6.32822, -2.63034)  0.08

---

Entry 2:
5 unconnected molecules or ions with the total composition C22H47F9O6P, computed with ωB97M-V/def2-TZVPD.

LUMO level   0.0834 hartree
Gap between HOMO and LUMO   0.2515 Eh
Charge   -1

Last column: Löwdin charge in e.
Geometry (Å):
O (1.40563, -1.95556, -2.10220)  0.06
C (1.54329, -0.82332, -2.48536)  -0.65
O (1.85441, -0.59132, -3.82809)  0.01
C (1.35259, 0.39986, -1.71351)  -0.27
P (-0.54760, 0.88520, -1.88900)  0.53
C (-2.46527, 1.34105, -2.01382)  -0.54
F (-2.92035, 1.85143, -0.82855)  0.01
F (-2.65425, 2.35152, -2.92132)  0.02
C (-3.51980, 0.26588, -2.43931)  -0.39
F (-4.74140, 0.56977, -1.91961)  0.11
F (-3.64036, 0.27871, -3.78016)  0.13
C (-3.31787, -1.24488, -2.09645)  -0.36
F (-2.24018, -1.72928, -2.71406)  0.13
F (-4.38834, -1.89047, -2.62237)  0.12
C (-3.26105, -1.62586, -0.56823)  -0.53
F (-3.14387, -0.55472, 0.21490)  0.17
F (-2.23641, -2.44429, -0.33317)  0.16
F (-4.38809, -2.26440, -0.21059)  0.15
H (1.10104, -0.90809, -4.34582)  0.10
H (1.96570, 1.22305, -2.08171)  0.08
H (1.52159, 0.21795, -0.65032)  0.08
H (-0.23491, 2.12423, -2.58798)  -0.02
H (-0.50752, 1.58058, -0.60650)  -0.02
H (-0.89268, -0.35972, -1.20818)  -0.01
H (-0.67650, 0.20388, -3.19945)  0.00
C (5.38132, -4.48130, -5.28377)  -0.08
C (6.31992, -3.69262, -4.38339)  -0.30
O (5.84632, -2.40911, -4.03812)  -0.16
C (4.61264, -2.38456, -3.31898)  -0.27
C (4.66588, -3.10059, -1.98212)  -0.07
H (5.12046, -3.89479, -6.16602)  0.08
H (5.86716, -5.40350, -5.60844)  0.07
H (4.45815, -4.75437, -4.77212)  0.07
H (7.26398, -3.51412, -4.90200)  0.11
H (6.55342, -4.27805, -3.48496)  0.10
H (3.79902, -2.78031, -3.93185)  0.11
H (4.39721, -1.32841, -3.17057)  0.11
H (4.79763, -4.17888, -2.09359)  0.06
H (3.72526, -2.93329, -1.45707)  0.07
H (5.48910, -2.71705, -1.37546)  0.08
C (-3.02957, 3.12893, 2.55249)  -0.08
C (-1.82074, 2.21251, 2.46118)  -0.27
O (-0.58271, 2.90240, 2.40349)  -0.15
C (-0.28346, 3.72165, 3.51350)  -0.29
C (-0.18324, 2.97759, 4.83587)  -0.08
H (-3.01467, 3.84820, 1.73250)  0.08
H (-3.94264, 2.53708, 2.47408)  0.08
H (-3.06790, 3.67858, 3.49574)  0.06
H (-1.87149, 1.64152, 1.53488)  0.09
H (-1.81965, 1.49629, 3.29253)  0.11
H (-1.00676, 4.54235, 3.60162)  0.10
H (0.67914, 4.17753, 3.27936)  0.12
H (-1.14609, 2.57668, 5.15697)  0.06
H (0.17069, 3.65992, 5.61099)  0.07
H (0.51975, 2.14728, 4.75140)  0.08
C (-0.90463, 7.65486, 6.40329)  -0.08
C (0.54473, 7.37162, 6.04371)  -0.28
O (0.72169, 6.84238, 4.74444)  -0.17
C (0.28372, 7.65807, 3.67163)  -0.28
C (1.00158, 8.99382, 3.57927)  -0.08
H (-1.51684, 6.76703, 6.23813)  0.08
H (-0.97593, 7.93555, 7.45526)  0.07
H (-1.32244, 8.47242, 5.81432)  0.07
H (0.94815, 6.60816, 6.70993)  0.12
H (1.15337, 8.27365, 6.18291)  0.11
H (-0.80066, 7.81123, 3.72060)  0.11
H (0.48070, 7.06581, 2.77824)  0.12
H (0.76369, 9.64994, 4.41822)  0.06
H (0.70383, 9.50702, 2.66404)  0.08
H (2.08193, 8.84396, 3.55677)  0.08
C (-2.55517, -8.85176, -0.65724)  -0.09
C (-1.14867, -8.45095, -1.07350)  -0.29
O (-1.08396, -7.76499, -2.30772)  -0.16
C (-1.79213, -6.53194, -2.36027)  -0.27
C (-1.33888, -5.50272, -1.34191)  -0.07
H (-3.04395, -9.41229, -1.45584)  0.08
H (-2.51083, -9.48140, 0.23301)  0.07
H (-3.17380, -7.98596, -0.41869)  0.07
H (-0.53820, -9.34363, -1.21847)  0.11
H (-0.67536, -7.86347, -0.27815)  0.11
H (-2.87004, -6.71049, -2.26562)  0.11
H (-1.61868, -6.15887, -3.36942)  0.12
H (-1.57292, -5.80571, -0.31976)  0.07
H (-1.84256, -4.55492, -1.53019)  0.06
H (-0.26373, -5.33514, -1.41424)  0.09